12
Properties=species:S:1:pos:R:3:forces:R:3 method="wB97M-V/def2-TZVPD" e_homo_ev=-9.0 de_lowest_kj_mol=4.88 e_lumo_ev=-0.669 total_charge=0 orbital_gap_ev=8.36
S -3.471 0.767 0.600 0.0 0.2 0.4
S -0.716 1.790 0.685 0.0 -0.6 0.0
S -1.586 -0.874 -0.714 0.1 0.1 0.1
O 1.923 1.660 0.890 -1.1 0.0 -0.1
C 0.986 -0.468 0.310 -0.4 0.5 0.2
C 0.162 -0.764 -0.999 1.8 -0.7 0.7
C 0.924 1.024 0.659 0.5 -0.7 0.1
C -1.904 0.503 0.265 -0.2 0.7 -0.3
H 0.475 -1.814 -1.158 -0.3 0.5 -0.8
H 0.445 -0.092 -1.869 -0.3 -0.8 1.2
H 2.050 -0.617 0.111 -0.1 -0.2 0.0
H 0.712 -1.113 1.220 0.0 0.9 -1.5

9
Properties=species:S:1:pos:R:3:forces:R:3 method="wB97M-V/def2-TZVPD" e_homo_ev=-10.0 de_lowest_kj_mol=394.34 e_lumo_ev=-0.098 total_charge=0 orbital_gap_ev=9.86
S 2.880 -1.256 2.808 0.5 0.7 0.5
C 1.540 0.646 -0.441 -1.8 -0.5 -1.4
C 2.132 -2.379 2.134 -0.5 -0.8 -0.4
C 0.435 -0.252 -0.858 0.8 0.4 -0.6
C -0.436 -0.970 -1.259 0.0 0.4 0.8
H -1.337 -1.502 -1.257 -0.5 -0.6 -0.5
H 2.409 0.502 -1.056 0.5 -0.2 0.0
H 1.672 0.382 0.569 0.8 0.3 1.3
H 1.181 1.661 -0.587 0.2 0.2 0.3

9
Properties=species:S:1:pos:R:3:forces:R:3 method="wB97M-V/def2-TZVPD" e_homo_ev=-8.5 de_lowest_kj_mol=262.83 e_lumo_ev=-0.594 total_charge=0 orbital_gap_ev=7.95
S -2.533 -0.159 0.047 -1.3 -0.1 0.0
C 1.061 0.262 0.045 -1.6 3.9 0.7
C -0.085 1.200 -0.010 3.7 -0.8 -1.5
C 0.178 -0.899 -0.032 -0.3 0.6 1.7
C -0.968 0.067 -0.045 0.0 0.1 -0.4
H 0.346 -1.519 -0.823 0.1 -1.6 -2.5
H -0.307 2.272 -0.334 0.7 -1.5 1.2
H 2.156 0.247 0.304 -1.3 0.6 -0.6
H 0.153 -1.471 0.847 0.1 -1.2 1.4

10
Properties=species:S:1:pos:R:3:forces:R:3 method="wB97M-V/def2-TZVPD" smiles="C#CC(=S)SC" e_homo_ev=-9.0 de_lowest_kj_mol=354.32 e_lumo_ev=-0.581 total_charge=0 orbital_gap_ev=8.44
S -2.036 1.300 0.600 0.6 -0.6 -1.1
S -0.804 3.265 2.452 -0.1 -0.6 -0.8
C -1.194 -0.078 -0.343 -1.6 0.2 -2.2
C 0.921 1.371 1.142 -4.0 1.5 0.8
C -0.701 2.051 1.377 3.9 -1.0 0.5
C 2.033 0.940 1.306 0.6 -0.2 -0.7
H -0.551 0.221 -1.277 -1.9 -0.5 1.6
H -0.529 -0.340 0.370 2.5 -1.2 2.1
H -1.885 -1.007 -0.406 0.9 2.0 -0.5
H 3.051 0.561 1.240 -0.8 0.3 0.3

11
Properties=species:S:1:pos:R:3:forces:R:3 method="wB97M-V/def2-TZVPD" smiles="S=C1S[C@H]2C[C@@H]2S1" e_homo_ev=-8.7 de_lowest_kj_mol=193.94 e_lumo_ev=-0.233 total_charge=0 orbital_gap_ev=8.47
S -3.631 0.004 -0.002 0.1 0.0 0.0
S -1.026 1.519 0.070 0.0 -0.3 -0.1
S -1.039 -1.514 -0.077 0.1 0.3 0.0
C -2.017 0.004 -0.007 0.1 0.0 0.0
C 0.414 0.606 -0.447 0.1 0.4 0.7
C 1.715 -0.002 -0.002 0.5 -0.2 0.1
C 0.410 -0.608 0.439 -0.2 0.0 0.4
H 0.256 -0.324 1.489 0.1 -0.1 -0.4
H 2.308 -0.416 -0.820 -0.3 0.2 0.2
H 2.313 0.373 0.830 -0.2 -0.1 -0.2
H 0.297 0.357 -1.473 -0.2 -0.2 -0.8

83
Properties=species:S:1:pos:R:3:forces:R:3 method="wB97M-V/def2-TZVPD" e_homo_ev=-5.3 e_lumo_ev=1.733 total_charge=-1 orbital_gap_ev=7.07
S -0.538 -0.452 -1.823 -1.5 0.4 0.1
S -1.891 -0.447 0.517 0.2 0.0 0.5
O -3.151 0.091 0.062 -0.2 0.3 -0.2
O -1.922 -1.883 0.740 0.2 -0.3 0.0
O -1.502 2.965 -2.379 0.0 0.5 0.1
O -4.629 1.802 6.665 0.3 0.3 0.0
O -0.567 -1.899 -1.917 0.3 -0.8 -0.2
O 4.537 1.366 -1.377 0.1 0.2 0.0
O -3.745 -1.556 9.045 -0.2 -0.1 0.0
O 0.978 0.093 -5.822 0.1 0.1 0.0
O -3.182 3.407 -4.908 0.1 0.1 -0.2
O 0.270 -4.279 -0.051 -0.1 -0.1 -0.3
O 5.421 2.457 -4.460 0.3 0.0 -0.1
O -0.774 1.225 4.851 0.1 0.2 0.1
O 4.515 -1.466 2.084 0.0 0.0 0.0
O 5.378 -4.008 0.814 0.1 -0.4 -0.1
O -0.755 1.117 -7.981 -0.1 0.1 -0.1
O -2.437 4.548 0.135 0.1 0.2 0.0
O -2.436 -5.706 0.738 -0.1 0.1 0.0
O -2.489 -0.405 6.792 0.1 0.1 0.1
O -1.590 0.153 -2.629 0.1 0.3 -0.5
O -2.103 0.957 9.660 0.0 0.0 -0.1
O -2.232 3.650 6.130 0.1 -0.1 0.1
O 2.619 3.109 -4.269 -0.1 0.1 -0.2
O 2.960 -3.578 -1.156 0.3 -0.3 -0.2
O -3.263 -3.607 -2.476 0.0 0.0 0.0
N -0.611 0.055 -0.315 0.1 -0.3 -0.3
N 3.778 -0.141 -3.938 -0.2 0.3 -0.3
C 2.854 -1.220 -3.521 0.4 -0.4 0.0
C -1.529 0.315 2.087 0.1 0.0 -0.1
C 2.128 -0.898 -2.239 -0.1 0.3 -0.2
C 1.019 0.144 -2.427 0.5 0.1 0.8
H -2.994 3.181 6.495 -0.1 0.2 0.0
H -2.347 0.995 2.295 0.0 0.1 0.1
H -0.717 1.958 -8.446 0.0 0.0 0.0
H 6.102 -3.389 0.686 -0.1 0.1 0.0
H -3.129 -1.122 6.880 -0.1 0.1 0.1
H 3.455 -2.113 -3.353 0.1 0.0 0.1
H 1.708 3.404 -4.368 -0.1 -0.1 0.1
H -3.189 -5.862 1.314 0.0 0.0 0.0
H -3.890 -2.001 9.884 0.0 0.0 0.0
H 1.238 1.031 -1.838 -0.2 0.2 0.0
H 4.628 -0.691 1.521 0.0 0.0 0.0
H 2.260 -4.241 -1.220 -0.2 0.2 0.3
H -3.752 2.670 -5.147 0.0 -0.1 0.1
H -2.472 4.580 6.164 0.0 0.0 0.0
H -2.586 -2.922 -2.571 0.2 0.1 0.0
H -3.636 4.195 -5.219 -0.1 0.0 0.1
H -4.850 1.980 5.744 -0.1 -0.1 0.0
H -1.445 -0.458 2.838 -0.2 -0.1 0.1
H -1.538 0.680 -8.331 0.0 0.0 0.1
H 4.275 -0.493 -4.751 0.1 0.1 0.0
H 3.782 -1.936 1.665 0.0 0.1 0.0
H -2.383 -4.743 0.663 0.1 0.0 0.1
H -1.603 3.408 -3.226 -0.2 -0.1 0.0
H 1.701 -1.813 -1.852 0.0 -0.1 0.0
H 5.380 1.828 -1.326 0.0 0.0 0.0
H -3.492 -3.543 -1.544 0.0 0.1 0.0
H 2.857 -0.541 -1.517 0.0 0.0 0.1
H -0.351 -4.990 -0.243 0.0 0.0 0.1
H -2.023 4.148 -0.645 -0.1 -0.3 -0.1
H -1.704 4.935 0.622 0.0 -0.1 0.0
H 0.322 -0.583 -6.019 0.0 0.0 0.1
H 3.699 -4.029 -0.732 0.1 0.1 0.1
H -2.022 2.149 -2.464 0.4 -0.2 0.2
H -4.056 -0.656 9.188 0.1 0.0 0.1
H -1.241 1.384 9.633 0.0 0.1 0.0
H 2.160 -1.466 -4.325 -0.2 0.1 0.0
H -3.768 1.364 6.621 -0.1 -0.4 -0.1
H -0.931 0.781 5.688 -0.1 0.0 -0.1
H 0.862 0.450 -3.454 -0.2 -0.2 -0.2
H 2.994 3.695 -3.604 0.1 -0.2 0.1
H -1.659 -0.815 7.062 0.0 -0.1 0.0
H 5.113 -3.863 1.727 0.0 0.1 0.0
H 0.550 0.905 -6.110 -0.1 -0.1 -0.1
H -0.590 0.850 2.048 0.1 0.1 -0.1
H 5.188 2.979 -5.233 -0.1 0.0 0.1
H 3.207 0.629 -4.291 -0.2 -0.1 0.0
H -0.165 -3.492 -0.419 0.1 0.2 0.0
H -1.090 2.126 4.997 0.0 0.0 0.0
H 4.432 1.175 -2.325 -0.1 -0.4 0.2
H -2.275 0.702 8.743 0.0 -0.1 0.0
H 4.871 1.668 -4.535 0.0 0.0 0.2

91
Properties=species:S:1:pos:R:3:forces:R:3 method="wB97M-V/def2-TZVPD" e_homo_ev=-6.8 de_lowest_kj_mol=101.99 e_lumo_ev=1.463 total_charge=-1 orbital_gap_ev=8.25
O -4.579 -1.330 2.454 0.8 0.8 -2.0
O -1.482 -0.386 2.998 0.1 -0.2 0.3
O 4.222 0.093 -3.781 0.8 -0.6 -0.6
O 0.373 3.354 -5.367 1.2 1.5 0.8
O 0.112 2.198 -2.479 2.3 -0.8 0.7
O -1.838 1.960 -4.182 0.0 1.2 0.0
O 1.064 -4.263 1.211 1.4 -1.8 0.7
O 4.495 -1.471 -1.307 -0.5 1.7 0.7
O -0.421 -1.408 0.002 2.0 1.0 -2.9
O -1.574 -2.682 1.323 0.3 0.6 0.3
O -0.570 0.815 -0.998 -0.3 -3.1 3.5
O -0.302 -3.112 4.344 0.1 -1.3 0.0
O 3.008 4.380 -1.432 -1.2 0.3 -1.4
O -1.870 -0.743 -2.935 -1.1 0.1 0.4
O -0.231 0.380 1.396 3.2 3.9 -2.5
O -0.172 1.991 4.205 1.6 1.0 1.9
O -2.119 2.491 1.673 0.5 0.8 1.0
O 2.227 -2.942 -0.809 -1.0 0.7 -0.5
O -3.179 -3.306 3.733 -0.8 0.0 0.9
O 3.148 2.649 -4.134 0.7 0.0 -1.1
O -1.457 4.607 -2.683 0.5 1.6 -0.6
O 2.799 1.137 -1.615 -3.3 -0.5 0.1
O 2.147 1.403 2.413 0.0 -0.2 -0.6
O -1.078 -5.480 3.008 -0.3 -2.3 -1.0
O 1.551 0.001 -0.266 -2.0 -2.3 3.2
O 1.030 -0.824 4.636 -0.8 0.4 0.5
O 0.591 0.541 -4.817 0.4 0.8 -0.1
O -1.379 -3.762 -1.608 0.7 -2.4 -1.9
O -3.768 1.169 3.793 -0.5 1.4 1.2
O 3.595 2.755 0.583 -0.8 0.8 0.5
O -2.484 2.690 -1.202 -0.4 -2.4 1.2
O 5.164 2.511 -2.147 1.6 -0.9 1.2
O -3.500 0.365 0.624 2.3 0.5 -0.6
O -3.892 -4.368 1.353 0.7 0.0 -0.7
C 1.668 0.773 -1.237 6.2 3.3 -3.5
C -1.004 -1.624 1.091 -2.7 -5.1 0.0
C 0.363 1.296 -1.694 -0.5 4.2 -3.5
C -0.937 -0.481 1.926 -2.7 -0.6 5.0
B 0.132 -0.030 0.041 -1.3 -0.6 -0.6
H -4.147 0.721 0.046 -0.8 0.8 -0.9
H 3.554 5.140 -1.325 0.6 0.8 0.0
H 1.480 0.432 -5.195 -0.3 0.1 0.3
H 3.810 0.408 -2.976 -0.1 0.1 0.1
H 1.758 -3.166 0.013 0.4 -0.3 0.0
H 4.033 2.046 0.115 -0.2 -0.5 -0.1
H -1.272 2.378 1.263 0.6 0.5 -0.4
H 4.874 -2.268 -1.605 0.6 -1.5 -0.5
H -0.102 4.027 -5.869 -0.2 -0.2 0.0
H 2.011 1.847 3.255 -0.5 0.0 -0.1
H -1.571 -5.932 3.694 -0.2 -0.3 0.0
H 0.529 -3.594 4.483 -0.3 0.2 0.0
H 1.710 -0.758 5.310 0.2 0.0 0.0
H -0.633 4.467 -3.187 -0.6 0.1 0.4
H -0.780 1.525 3.682 -1.8 -0.9 -1.5
H 0.237 -0.410 5.043 0.8 0.0 -0.5
H -1.296 2.307 -3.447 -0.7 0.0 -0.7
H -1.418 -3.114 -0.943 0.5 0.9 1.6
H -2.447 -0.923 -2.178 -0.4 0.5 -0.4
H -0.580 -4.347 -1.517 -1.2 1.3 0.3
H -2.506 1.649 1.479 -1.1 -0.6 -0.2
H 2.505 2.791 -3.441 -0.6 0.5 0.0
H 3.085 3.252 -4.898 -0.4 -0.3 1.0
H -2.239 -3.398 3.619 0.5 0.3 -0.1
H -0.440 1.793 5.112 0.0 0.3 -0.3
H -2.028 3.365 -1.655 0.6 1.4 -0.9
H -1.131 -1.258 -2.657 1.3 -0.7 -0.3
H 1.199 -5.151 1.630 0.1 1.1 -0.7
H 2.705 2.459 0.902 1.5 -0.2 0.0
H 0.448 1.525 -4.803 0.0 -1.3 -0.2
H -1.824 1.042 -3.965 -0.2 -1.3 0.0
H -3.050 -4.158 0.892 -0.6 0.3 0.3
H -3.911 -0.286 1.143 -1.4 -1.4 1.2
H -3.594 0.448 3.212 0.2 -1.1 -0.4
H -0.017 -2.197 4.366 0.3 0.5 -0.1
H -3.547 0.901 4.693 0.0 -0.2 -0.5
H 5.171 1.650 -1.656 -0.5 1.3 -1.0
H -1.603 5.580 -2.623 0.3 -1.2 -0.1
H -3.582 -3.837 3.036 0.2 -0.1 -0.3
H 3.262 3.806 -0.719 0.4 -0.9 1.2
H -3.778 -5.307 1.485 -0.2 -0.6 0.1
H 3.559 -1.685 -1.163 0.4 -0.2 0.2
H 0.176 -4.102 1.449 -1.9 0.6 0.3
H -0.936 -4.652 3.393 0.6 2.4 0.9
H 1.559 -2.393 -1.270 0.6 -0.5 0.1
H 1.279 1.160 2.049 0.4 0.2 1.0
H 4.284 2.772 -2.423 -0.3 -0.4 0.0
H 0.973 3.888 -4.780 -0.7 -0.9 -0.8
H -3.873 -1.972 2.323 0.2 -0.3 0.4
H -5.049 -1.652 3.184 -0.9 -0.6 1.6
H -1.831 1.954 -1.181 -1.4 1.0 0.0
H 5.130 -0.120 -3.504 -0.6 0.1 -0.1

12
Properties=species:S:1:pos:R:3:forces:R:3 method="wB97M-V/def2-TZVPD" e_homo_ev="-10.9 / -10.9" e_lumo_ev="-5.764 / -5.764" total_charge=+1 orbital_gap_ev="5.10 / 5.10"
Ag 3.463 1.753 -0.589 -1.1 -0.8 0.0
O 1.383 0.365 -0.940 1.4 2.6 -0.7
C -2.600 1.013 0.419 0.7 -0.2 -0.7
C 1.140 -0.735 -0.270 -4.4 -1.3 -0.7
C -1.479 0.589 0.162 1.3 -2.5 0.8
C -0.053 -0.809 0.640 1.4 2.9 3.9
Li -0.124 1.142 -1.837 0.1 -0.4 0.7
H 0.267 -0.391 1.609 -1.4 1.1 0.4
H -0.127 -1.227 -0.733 3.0 -0.6 -2.3
H 2.022 -1.254 0.147 -0.8 -1.0 -0.9
H -0.289 -1.846 0.921 -0.6 0.3 -0.6
H -3.603 1.401 0.472 0.4 0.0 0.2

12
Properties=species:S:1:pos:R:3:forces:R:3 method="wB97M-V/def2-TZVPD" e_homo_ev="-25.2 / -25.6" de_lowest_kj_mol=0.00 e_lumo_ev="-15.755 / -17.356" multiplicity=2 total_charge=+3 s2=0.750 orbital_gap_ev="9.48 / 8.23"
Al 2.911 2.038 -0.263 3.8 2.1 -0.7
O -0.899 -0.537 -1.996 0.3 -0.4 0.2
O 1.461 1.274 -0.093 -0.4 -0.1 -1.8
C -0.506 -1.408 0.352 0.3 -0.5 0.2
C -0.570 0.172 0.491 0.1 1.2 -1.6
C -0.707 -0.585 -0.774 -0.1 0.6 -0.1
C 0.670 0.946 0.765 -3.5 -3.6 3.9
H -1.502 0.635 0.834 0.0 -0.1 0.5
H 0.893 0.932 1.860 0.2 1.0 -0.5
H -1.340 -2.005 0.732 0.1 0.0 0.2
H -0.915 0.367 -2.375 -0.4 0.1 -0.4
H 0.503 -1.828 0.468 -0.3 -0.3 -0.1

16
Properties=species:S:1:pos:R:3:forces:R:3 method="wB97M-V/def2-TZVPD" smiles="O=C1NOCC(Cl)=C1B(O)O" e_homo_ev=-9.6 de_lowest_kj_mol=0.00 e_lumo_ev=0.244 total_charge=0 orbital_gap_ev=9.87
Cl -0.566 -2.425 1.046 -0.1 0.6 -1.0
O 1.870 0.859 1.930 0.8 0.8 2.8
O 0.047 -0.621 -2.373 0.1 0.5 0.3
O 0.326 2.472 -0.619 -0.5 0.2 -0.7
O -0.352 0.146 2.648 0.6 0.3 1.6
N -0.080 0.786 -2.147 -0.3 -0.8 -1.4
C 0.107 1.334 -0.925 1.5 -3.0 3.3
C -0.862 -1.290 -1.534 0.7 -0.6 0.8
C 0.131 0.110 0.278 -1.6 -0.6 -3.5
C -0.451 -1.068 -0.117 1.7 1.5 1.8
B 0.657 0.352 1.717 -2.1 0.3 0.1
H -1.808 -0.860 -1.633 -1.9 0.7 -0.5
H -0.927 -2.346 -1.785 0.4 0.1 -0.2
H 0.232 1.170 -3.027 -0.1 0.8 0.4
H 1.892 1.110 2.915 0.5 -0.4 -2.1
H -0.214 0.270 3.627 0.1 -0.2 -1.7

14
Properties=species:S:1:pos:R:3:forces:R:3 method="wB97M-V/def2-TZVPD" e_homo_ev="-11.6 / -11.7" de_lowest_kj_mol=0.00 e_lumo_ev="-5.445 / -5.462" total_charge=+1 orbital_gap_ev="6.15 / 6.19"
Bi 2.412 2.324 -0.384 -0.6 -0.5 0.3
O 0.115 -1.099 -1.458 1.3 -2.9 -3.4
O -1.223 -0.128 0.210 0.9 -0.7 -0.6
O 0.514 1.202 0.565 -0.4 3.0 0.8
C 2.235 -1.286 -0.199 0.3 0.4 -0.4
C 1.188 -0.694 -0.802 -6.8 -0.4 3.0
C 0.064 0.190 0.054 4.6 0.3 0.3
C -2.130 0.910 0.614 -0.1 0.7 0.8
Li -1.437 -1.868 -0.818 0.7 0.3 -0.4
H -2.011 1.798 -0.017 -0.1 -0.3 0.0
H -1.898 1.186 1.648 -0.3 -0.1 -0.2
H 2.460 -2.334 -0.407 0.5 0.5 -0.3
H -3.129 0.478 0.515 0.3 0.2 0.1
H 2.840 -0.680 0.477 -0.2 -0.5 0.1

10
Properties=species:S:1:pos:R:3:forces:R:3 method="wB97M-V/def2-TZVPD" smiles="Br[C@H]1C=CC1" e_homo_ev=-9.3 de_lowest_kj_mol=106.72 e_lumo_ev=0.893 total_charge=0 orbital_gap_ev=10.21
Br -1.422 -2.533 -0.532 -0.1 0.0 0.1
C -0.682 0.203 -1.023 -1.6 1.7 0.4
C 0.324 -0.256 0.905 -0.3 -2.3 -3.8
C -0.144 -1.084 -0.685 -0.3 0.0 3.6
C -0.413 0.841 0.121 0.4 -1.7 -0.5
H -0.687 1.798 0.401 -0.2 1.9 0.7
H 1.421 -0.364 0.778 -0.6 0.8 0.8
H 0.596 -1.431 -1.316 1.8 -1.0 -0.9
H -0.089 -0.761 1.802 0.2 0.6 -0.7
H -1.311 0.477 -1.887 0.7 0.0 0.4

What did the eleventh record say?
14
Properties=species:S:1:pos:R:3:forces:R:3 method="wB97M-V/def2-TZVPD" e_homo_ev="-11.6 / -11.7" de_lowest_kj_mol=0.00 e_lumo_ev="-5.445 / -5.462" total_charge=+1 orbital_gap_ev="6.15 / 6.19"
Bi 2.412 2.324 -0.384 -0.6 -0.5 0.3
O 0.115 -1.099 -1.458 1.3 -2.9 -3.4
O -1.223 -0.128 0.210 0.9 -0.7 -0.6
O 0.514 1.202 0.565 -0.4 3.0 0.8
C 2.235 -1.286 -0.199 0.3 0.4 -0.4
C 1.188 -0.694 -0.802 -6.8 -0.4 3.0
C 0.064 0.190 0.054 4.6 0.3 0.3
C -2.130 0.910 0.614 -0.1 0.7 0.8
Li -1.437 -1.868 -0.818 0.7 0.3 -0.4
H -2.011 1.798 -0.017 -0.1 -0.3 0.0
H -1.898 1.186 1.648 -0.3 -0.1 -0.2
H 2.460 -2.334 -0.407 0.5 0.5 -0.3
H -3.129 0.478 0.515 0.3 0.2 0.1
H 2.840 -0.680 0.477 -0.2 -0.5 0.1